Formula: C5H8NaO3
Source: the Open Molecules 2025 dataset
Level of theory: wB97M-V/def2-TZVPD

```
17
Properties=species:S:1:pos:R:3:forces:R:3
O -1.2729 0.0309 -0.7208 0.352 1.543 1.962
O -0.3065 -1.9658 -0.9538 0.602 -1.042 0.094
C -1.0459 -1.0692 -1.4275 0.368 0.064 0.268
O -1.5896 -1.1128 -2.5599 -0.136 -0.335 -0.401
Na -0.6427 -3.2029 -2.8898 -0.150 0.764 0.500
C -0.5072 0.4109 0.9167 -0.394 0.298 -0.760
C -0.8827 -0.6001 1.8446 -0.349 -0.678 -0.215
C 0.9756 0.7167 0.8004 0.041 -0.456 -0.572
C 1.3436 1.4693 -0.4752 0.039 0.073 -0.254
H -1.0715 1.3443 1.0750 -0.086 -0.509 -0.635
H -1.9255 -0.7012 2.1507 0.372 0.081 -0.044
H -0.1912 -1.4003 2.1150 -0.209 0.275 -0.141
H 1.2630 1.3277 1.6708 -0.246 -0.217 -0.094
H 1.5378 -0.2264 0.8546 -0.091 0.219 0.016
H 2.3795 1.8320 -0.4345 -0.226 -0.089 0.045
H 0.6834 2.3393 -0.6166 0.201 -0.296 -0.049
H 1.2529 0.8078 -1.3499 -0.087 0.305 0.280
```
Positions in Å, forces in eV/Å.

Computed properties:
2S+1 ... 2
Expectation value of S² ... 0.7685
Gap between HOMO and LUMO (alpha / beta) ... 7.555 / 7.590 eV

Results of the Löwdin charge analysis, in e, for atoms 1 through 2: 0.002 -0.091

Formula: C3H9N2O2
Source: the Open Molecules 2025 dataset
Level of theory: wB97M-V/def2-TZVPD

```
16
Properties=species:S:1:pos:R:3:forces:R:3
C -0.4509 1.4546 -0.2934 -0.668 4.406 4.150
C 0.0356 -0.2333 -1.8948 -0.019 -0.160 -1.295
C -0.4998 -0.8281 0.4194 -0.362 -0.734 0.992
N -0.4216 2.2762 1.6328 -0.064 -2.817 -3.141
N 0.1738 0.1337 -0.4717 0.146 -1.022 -0.626
O -1.0577 2.0394 -1.0980 0.343 -0.891 -0.052
O 1.5092 0.3018 -0.1221 0.558 0.680 0.477
H -1.0207 -0.2848 -2.1597 0.075 -0.010 0.203
H 0.5075 0.5304 -2.5169 -0.024 -0.077 0.260
H 0.5012 -1.1996 -2.0807 0.037 -0.011 0.272
H -1.5749 -0.6616 0.4046 -0.024 0.109 -0.185
H -0.2881 -1.8459 0.0948 0.122 0.132 -0.120
H -0.1439 -0.6786 1.4383 0.018 0.163 -0.163
H -0.7404 3.2119 1.4038 0.105 0.193 -0.493
H 0.5775 2.2996 1.8189 0.191 0.188 -0.141
H 2.0467 -0.4517 -0.4248 -0.434 -0.149 -0.137
```
Positions in Å, forces in eV/Å.

Computed properties:
Charge ... +1
Gap between HOMO and LUMO (alpha / beta) ... 9.996 / 9.995 eV

Results of the Löwdin charge analysis, in e, for atoms 1 through 2: -0.191 0.045

Formula: C3H7O3
Source: the Open Molecules 2025 dataset
Level of theory: wB97M-V/def2-TZVPD

```
13
Properties=species:S:1:pos:R:3:forces:R:3
C 1.2848 0.8826 1.6867 -1.585 2.069 -0.171
C 0.9419 1.0307 0.1808 0.809 -1.980 0.780
O 0.0083 1.9064 0.0465 -0.177 0.468 -0.244
O 1.4439 0.2840 -0.6238 -0.250 0.572 -0.531
H 2.1945 0.3738 1.8183 0.955 -0.917 -0.154
H 0.4259 0.4571 2.1982 0.121 -0.328 0.003
H 1.3880 1.8904 2.0776 0.111 0.116 0.339
C -1.7169 -1.2537 -1.0557 -0.556 0.878 -0.821
O -1.5347 -2.4416 -0.3317 0.050 0.156 0.392
H -0.7978 -2.3149 0.2693 0.088 -0.081 0.071
H -0.8239 -0.8632 -1.5293 0.479 -0.346 -0.228
H -2.4502 -1.4634 -1.8305 0.053 -0.132 -0.142
H -2.1194 -0.3680 -0.5409 -0.098 -0.475 0.706
```
Positions in Å, forces in eV/Å.

Computed properties:
2S+1 ... 2
Expectation value of S² ... 0.7544
Gap between HOMO and LUMO (alpha / beta) ... 10.905 / 6.804 eV

Results of the Löwdin charge analysis, in e, for atoms 1 through 2: 0.038 -0.626

The energy above the lowest of the compared OMol25 structures with the same formula, charge and spin results, record by record, are as follows: 0.000, 6.386, 1.105 eV.